{
  "formula": "C4H7N3",
  "method": "ωB97M-V/def2-TZVPD",
  "symbols": ["C", "N", "C", "C", "C", "N", "N", "H", "H", "H", "H", "H", "H", "H"],
  "positions_angstrom": [[-1.5535, -0.3846, -1.5059], [-0.5500, 0.5917, -1.1572], [0.2840, 0.3254, -0.0923], [0.0431, -0.4833, 1.0690], [1.1196, -0.2633, 1.8773], [2.0205, 0.5409, 1.1723], [1.4555, 0.8759, -0.0490], [-2.2838, -0.4642, -0.6939], [-2.0841, -0.0407, -2.3967], [-1.1435, -1.3870, -1.7021], [-0.0346, 0.9822, -1.9354], [-0.8067, -1.1294, 1.2398], [1.3421, -0.6891, 2.8563], [2.1913, 1.5255, 1.3177]],
  "mulliken_charge": [-0.880, -0.262, 0.522, -0.100, -0.713, -0.080, -0.732, 0.256, 0.345, 0.313, 0.275, 0.358, 0.399, 0.300],
  "lumo_energy_ev": 1.07,
  "energy_ha": -320.8356,
  "smiles": "CNc1cc[nH]n1",
  "gap_ev": 9.36,
  "de_lowest_kj_mol": 125.1
}